Entry 1:
C33H16Cl9FeN4O4Se | ωB97M-V with the def2-TZVPD basis set

Geometry as XYZ:
```
68
Properties=species:S:1:pos:R:3:forces:R:3
Fe -0.93075 -0.40055 0.61730 0.62 0.00 1.18
Se 5.12295 0.41609 5.02801 -0.13 -0.02 -0.09
N 4.14913 -0.99899 4.54385 0.06 0.02 0.03
C 3.15237 -0.55507 3.83091 0.05 -0.01 0.06
C 2.11060 -1.41521 3.28102 -0.18 0.04 -0.04
C 2.04862 -2.79653 3.44613 0.01 0.00 0.03
C 0.97457 -3.48154 2.91634 0.01 -0.04 0.06
C -0.00680 -2.78676 2.21933 -0.20 0.07 0.07
N 0.05479 -1.47381 2.03882 0.41 -0.21 -0.31
C 1.09159 -0.80286 2.56016 0.02 -0.13 0.07
C 1.06446 0.62646 2.32577 0.03 0.02 0.02
N 0.02354 1.05224 1.59983 0.00 0.56 -0.41
C -0.09861 2.35270 1.36691 -0.06 -0.05 -0.02
C 0.81523 3.27841 1.86126 0.05 0.03 0.03
C 1.89315 2.84501 2.60170 -0.05 -0.02 0.01
C 2.02388 1.47824 2.85013 -0.06 0.00 -0.07
C 3.10013 0.87721 3.62958 0.07 0.04 0.06
N 4.05282 1.57042 4.18722 0.08 -0.03 0.02
H 2.83256 -3.30636 3.98977 0.00 0.00 0.01
H 0.88413 -4.55190 3.03123 -0.01 0.00 0.01
H -0.86538 -3.28604 1.79127 0.02 0.00 -0.07
H -0.94551 2.67218 0.77662 0.00 -0.06 -0.02
H 0.66645 4.32566 1.64286 0.01 0.01 0.01
H 2.62962 3.53323 2.99372 0.00 0.00 0.00
Cl -4.04053 5.26724 -3.33995 -0.04 0.07 -0.04
C -3.27283 3.91870 -2.56334 0.10 -0.05 -0.06
C -3.73915 3.47046 -1.34911 0.00 -0.08 0.09
C -3.11889 2.39010 -0.73106 -0.03 0.15 -0.03
Cl -3.72371 1.90732 0.82247 0.01 0.03 0.00
C -2.02561 1.71759 -1.29747 0.14 -0.13 -0.10
O -1.38169 0.69394 -0.80928 -0.29 -0.06 0.06
C -1.58486 2.23746 -2.54127 -0.08 0.04 0.02
Cl -0.22305 1.48459 -3.29439 0.04 -0.01 0.01
C -2.18433 3.30627 -3.16983 -0.08 0.01 0.07
H -4.58107 3.94562 -0.86693 0.00 0.02 -0.01
H -1.80529 3.65788 -4.11817 -0.01 0.01 -0.01
Cl -1.47750 0.51246 4.10477 0.10 -0.02 -0.06
C -2.61435 -0.46669 3.21671 0.03 0.09 -0.05
C -2.48641 -0.68621 1.83977 -0.42 -0.34 0.12
C -3.55284 -1.40339 1.28575 0.14 0.03 -0.06
Cl -3.54128 -1.67521 -0.41114 -0.22 0.02 -0.41
C -4.64024 -1.89210 2.00492 0.00 0.00 0.00
Cl -5.90805 -2.74338 1.21538 0.00 -0.01 0.02
C -4.69631 -1.68420 3.37633 -0.05 -0.01 -0.04
Cl -6.01588 -2.29100 4.29718 0.04 0.00 -0.01
C -3.67653 -0.96326 3.98074 -0.01 0.05 0.09
Cl -3.75200 -0.69750 5.68466 0.02 0.02 -0.05
C 0.53798 -1.18845 -5.56386 -0.02 -0.03 -0.04
C 1.69176 -0.65165 -4.77063 0.05 0.01 -0.01
C 2.48863 0.37473 -5.25254 -0.02 -0.03 0.01
C 3.53033 0.87687 -4.48852 0.01 -0.01 0.03
Cl 4.49839 2.18124 -5.11319 0.02 0.02 -0.02
C 3.79939 0.36372 -3.23678 -0.01 0.01 -0.02
C 3.01232 -0.66675 -2.73913 -0.02 0.01 0.02
C 1.96843 -1.16656 -3.49931 0.05 -0.08 -0.04
O 1.15174 -2.20179 -3.12149 -0.11 0.05 0.09
C 1.17143 -2.68463 -1.79204 0.04 0.05 -0.08
C 0.45351 -1.73878 -0.84188 0.00 -0.07 -0.20
O 0.96363 -0.66884 -0.45781 0.00 0.12 0.08
O -0.70596 -2.05874 -0.42377 -0.13 -0.13 -0.08
H 0.50116 -0.72455 -6.54830 0.00 0.01 0.00
H -0.40416 -0.98854 -5.05016 0.01 -0.01 0.01
H 0.61135 -2.26941 -5.68742 0.01 0.00 0.00
H 2.28995 0.79371 -6.23035 0.00 0.01 0.00
H 4.61039 0.76673 -2.64663 0.00 0.01 0.00
H 3.20407 -1.03344 -1.74277 -0.02 -0.01 0.02
H 2.19055 -2.86476 -1.43932 0.02 0.03 0.01
H 0.63397 -3.62906 -1.82062 -0.02 0.01 0.01
```
Forces are in eV/Å.

Its LUMO energy (alpha / beta) is -0.056 / -0.056 Ha. Its HOMO-LUMO gap (alpha / beta) is 6.3 / 6.4 eV. As for the multiplicity: 2. For the largest force on an atom, the calculation gives 1.3 eV/A. The expectation value of S² is 0.829. For the energy above the lowest of the compared OMol25 structures with the same formula, charge and spin, the calculation gives 0.0 kcal per mole.

These are the Löwdin partial charges, in e, on atoms 1 to 5:
1. Fe 0.675
2. Se 1.136
3. N -0.219
4. C -0.328
5. C -0.067

Entry 2:
C33H17F15GeN4NaO6S | ωB97M-V with the def2-TZVPD basis set

Geometry as XYZ:
```
78
Properties=species:S:1:pos:R:3:forces:R:3
Na -0.32157 -0.16602 -0.45784 0.32 0.11 -0.31
O -1.52487 1.37037 0.37579 -0.35 0.60 0.28
C -2.26889 1.33761 1.33845 -0.08 0.64 -0.02
C -2.76824 0.17754 2.02165 0.02 -0.68 0.06
C -3.71915 0.34791 3.01443 -0.15 -0.01 0.16
C -4.26771 -0.73068 3.68795 0.88 0.00 -0.90
C -3.84170 -2.04164 3.36598 -0.19 0.14 0.20
C -2.90329 -2.24438 2.41142 0.01 -0.09 -0.09
C -2.29498 -1.15685 1.67621 -0.20 0.13 0.33
O -1.42200 -1.35961 0.81852 -0.19 -0.72 0.24
N -5.24160 -0.51953 4.67461 -0.67 0.15 0.65
O -5.70558 -1.49533 5.25801 -0.02 0.02 0.03
O -5.59988 0.63013 4.91767 -0.03 -0.03 0.05
H -2.64412 2.29727 1.76267 0.02 -0.07 -0.08
H -4.05805 1.33962 3.27895 0.01 0.11 -0.02
H -4.28960 -2.85762 3.91258 0.03 -0.12 -0.03
H -2.57679 -3.24265 2.15977 0.06 -0.07 -0.04
C 4.61506 0.17853 2.86996 -0.09 0.01 -0.02
C 3.21859 -0.08456 3.44189 0.45 -0.30 0.43
C 3.06905 0.58660 4.81326 -0.05 -0.01 -0.11
C 2.95702 -1.59081 3.54728 0.01 0.03 0.00
C 2.22420 0.46064 2.53886 0.04 0.10 0.07
N 1.42363 0.88206 1.84283 -0.63 0.27 -0.55
H 5.36425 -0.24880 3.53425 0.06 -0.05 0.05
H 4.79710 1.24746 2.78150 0.04 0.07 -0.03
H 4.71446 -0.27345 1.88568 0.05 -0.03 -0.07
H 3.78565 0.15285 5.50879 0.06 -0.04 0.04
H 2.06520 0.44049 5.20643 -0.05 -0.02 0.05
H 3.25728 1.65592 4.74040 0.01 0.07 0.01
H 3.66046 -2.03555 4.24896 0.07 -0.04 0.05
H 3.07840 -2.06149 2.57421 -0.02 -0.09 -0.05
H 1.94353 -1.77572 3.89696 -0.05 -0.06 0.02
N -4.54822 0.20527 -2.33905 -0.20 -0.04 -0.02
C -3.85917 0.66406 -3.42692 0.17 0.22 -0.39
C -2.57491 0.24518 -3.25804 -0.28 0.29 -0.16
N -2.46979 -0.46628 -2.10517 0.44 0.09 0.49
C -3.65936 -0.47205 -1.57758 -0.03 -0.12 0.34
H -5.52895 0.33866 -2.15693 0.14 -0.07 0.04
H -4.31822 1.22784 -4.21016 -0.16 0.15 -0.15
H -1.72225 0.41142 -3.88051 0.20 0.13 -0.27
H -3.91139 -0.94603 -0.65253 -0.17 -0.13 0.31
F 1.67624 -3.39148 -5.81980 0.02 -0.26 -0.17
C 2.24318 -4.26266 -4.96564 0.11 -0.13 0.18
C 2.42226 -3.87998 -3.65142 -0.11 0.36 0.42
C 2.99147 -4.81037 -2.80382 -0.07 -0.06 -0.51
F 3.16213 -4.49831 -1.51369 0.16 -0.17 0.27
C 3.40529 -6.06586 -3.23684 -0.03 0.09 -0.03
F 3.96374 -6.94417 -2.39160 -0.03 0.08 -0.08
C 3.23300 -6.40976 -4.57070 -0.09 0.20 -0.01
F 3.63886 -7.60245 -5.02569 -0.09 0.13 0.12
C 2.63059 -5.50852 -5.44078 -0.04 0.08 0.04
F 2.42581 -5.85806 -6.71902 0.08 0.03 0.08
Ge 1.77893 -2.00115 -3.01825 -0.22 0.38 -0.55
S 2.88165 -1.74900 -1.05365 -0.34 -0.15 -0.41
C -0.16525 -2.47042 -3.26171 0.46 0.28 0.20
C -0.97542 -2.23103 -4.35192 -0.12 -0.33 0.21
F -0.47527 -1.66389 -5.45183 -0.17 0.04 -0.27
C -2.31734 -2.59486 -4.35831 0.10 -0.10 -0.02
F -3.08594 -2.33703 -5.42759 0.05 -0.05 0.11
C -2.86865 -3.21333 -3.24674 0.23 -0.03 -0.06
F -4.16594 -3.55458 -3.24957 0.23 0.09 0.07
C -2.07216 -3.46782 -2.13706 0.04 -0.13 -0.13
F -2.59178 -4.06651 -1.06259 -0.06 0.01 -0.04
C -0.73751 -3.10359 -2.17709 -0.16 -0.20 -0.23
F 0.06296 -3.42355 -1.15232 -0.23 -0.06 0.27
C 2.58221 -0.88424 -4.49536 -0.13 -0.18 0.63
C 3.90348 -1.10007 -4.84091 -0.15 0.00 0.01
F 4.56360 -2.10172 -4.22748 0.27 0.27 -0.37
C 4.56353 -0.32039 -5.78159 -0.10 0.09 -0.02
F 5.84251 -0.54870 -6.11499 -0.14 -0.02 0.05
C 3.87532 0.73030 -6.38284 -0.12 -0.19 0.18
F 4.47543 1.48400 -7.31410 -0.07 -0.12 0.21
C 2.56021 0.99661 -6.01738 -0.03 -0.10 0.04
F 1.91264 2.02105 -6.59032 0.06 -0.10 0.05
C 1.93247 0.19253 -5.07030 0.41 -0.16 -0.11
F 0.67826 0.46334 -4.72130 -0.06 0.38 -0.10
O 2.33915 -0.16984 -1.13676 0.51 0.58 0.46
O 1.17683 -0.17412 -1.97082 0.38 -1.15 -1.09
```
Forces are in eV/Å.

Its LUMO energy is 0.070 Ha. Its HOMO-LUMO gap is 7.6 eV. As for the total charge: -1. As for the multiplicity: 1. For the largest force on an atom, the calculation gives 1.6 eV/A.

These are the Löwdin partial charges, in e, on atoms 1 to 5:
1. Na 0.306
2. O -0.004
3. C -0.211
4. C -0.124
5. C 0.041

Entry 3:
C33H20Cl5F6IrNO5P2S4 | ωB97M-V with the def2-TZVPD basis set

Geometry as XYZ:
```
77
Properties=species:S:1:pos:R:3:forces:R:3
Ir -0.09074 -0.20265 -0.16041 -0.68 0.65 -0.87
S 1.24524 -0.44478 1.73563 -0.23 -0.34 0.26
P 0.60216 1.43395 2.21031 0.09 -0.23 0.06
C -0.44449 1.49022 0.82734 0.11 0.39 -0.15
P -2.18414 1.58764 0.71642 0.01 -0.15 0.21
S -2.40512 -0.39247 0.30433 0.11 -0.13 0.33
C -2.76936 2.70576 -0.55975 0.08 -0.03 -0.05
C -2.23537 3.98649 -0.65273 0.01 0.00 -0.01
C -2.71727 4.86317 -1.61010 -0.01 0.00 0.00
C -3.73025 4.46043 -2.46889 0.01 0.00 0.01
C -4.25770 3.17999 -2.37841 -0.01 -0.01 0.00
C -3.77489 2.29578 -1.42712 -0.02 0.01 0.00
C -3.07467 2.07017 2.20921 -0.05 0.01 -0.03
C -4.06040 1.23373 2.71953 -0.01 0.01 0.00
C -4.78459 1.62247 3.83737 0.00 0.01 -0.01
C -4.51084 2.83323 4.45400 0.00 0.00 -0.01
C -3.51736 3.66496 3.95155 -0.01 0.00 -0.01
C -2.80730 3.29168 2.82349 0.01 -0.01 0.01
C 1.83508 2.73577 2.20309 0.02 -0.04 -0.10
C 2.94944 2.63770 3.03509 0.00 0.02 0.03
C 3.90576 3.63737 3.01790 0.00 0.00 0.00
C 3.75077 4.73288 2.17497 -0.01 -0.01 0.00
C 2.64730 4.82565 1.34138 0.00 -0.01 0.01
C 1.68971 3.82110 1.34739 -0.01 0.02 0.04
C -0.16065 1.46333 3.83926 0.00 0.02 0.00
C -1.00569 0.40277 4.17038 0.01 -0.02 0.03
C -1.66532 0.40344 5.38653 0.01 0.03 0.01
C -1.47665 1.45305 6.27794 0.01 -0.01 -0.01
C -0.63254 2.50441 5.95384 0.01 0.00 0.00
C 0.02336 2.51607 4.73173 -0.01 0.02 -0.01
H -1.42470 4.29355 -0.00283 0.01 -0.01 0.01
H -2.28978 5.85276 -1.69842 0.00 0.00 0.00
H -4.09837 5.14260 -3.22374 0.00 0.00 0.00
H -5.03189 2.86054 -3.06298 0.00 0.00 0.00
H -4.15403 1.28235 -1.37919 0.00 0.00 0.00
H -4.25115 0.27486 2.25367 0.00 0.00 0.00
H -5.55532 0.97263 4.23004 0.00 0.00 0.00
H -5.06962 3.13180 5.33134 0.00 0.00 0.00
H -3.29882 4.60656 4.43773 0.00 0.00 0.00
H -2.03827 3.94957 2.43328 0.00 0.00 -0.01
H 3.07079 1.78240 3.68994 0.00 -0.01 0.00
H 4.77558 3.56209 3.65643 0.00 0.00 0.00
H 4.50330 5.51019 2.16139 0.00 0.00 0.00
H 2.53894 5.66740 0.67072 0.00 0.00 0.00
H 0.85114 3.85980 0.66250 -0.01 0.00 0.00
H -1.13918 -0.41967 3.47540 0.00 0.01 0.00
H -2.32266 -0.41710 5.64152 -0.01 0.00 0.00
H -1.98869 1.44744 7.23150 0.00 0.00 0.00
H -0.48432 3.31860 6.65081 0.00 0.00 0.01
H 0.67320 3.34356 4.47781 0.01 -0.01 -0.01
Cl -3.80158 -6.62704 -1.24286 0.00 0.00 0.00
C -2.72714 -5.28043 -1.20100 0.01 0.01 -0.04
C -2.14257 -4.87714 -0.00932 0.03 0.04 0.03
Cl -2.49340 -5.74125 1.44112 0.02 0.02 0.01
C -1.27423 -3.78514 0.02742 -0.04 -0.11 0.04
Cl -0.50494 -3.36118 1.51056 0.05 0.12 0.03
C -0.97435 -3.04126 -1.12492 -0.16 0.15 -0.33
O -0.18283 -2.00928 -1.18142 0.47 -0.17 0.28
C -1.57632 -3.48722 -2.32861 -0.01 0.02 0.05
Cl -1.21216 -2.60392 -3.75761 0.01 0.00 -0.01
C -2.42662 -4.57807 -2.37017 0.00 -0.01 0.05
Cl -3.13286 -5.06628 -3.86210 0.00 0.00 -0.01
F 3.47428 2.59434 -3.01930 0.01 -0.02 -0.02
C 3.23863 1.85782 -1.94070 -0.02 0.01 -0.02
F 4.39406 1.53270 -1.37384 0.02 -0.03 0.04
F 2.52595 2.57877 -1.07213 0.01 -0.04 -0.08
S 2.31747 0.31686 -2.39781 0.15 -0.03 0.06
O 1.82177 -0.12746 -1.08660 0.17 0.08 0.16
O 3.27697 -0.52396 -3.01812 -0.07 0.02 -0.03
N 1.20847 0.76956 -3.38244 -0.10 0.06 -0.03
S -0.10709 1.53331 -2.99769 0.10 0.07 -0.01
O 0.06177 2.92042 -2.69200 0.00 0.02 -0.03
O -0.97527 0.77270 -2.10503 -0.08 -0.42 0.06
C -0.96141 1.45957 -4.63142 -0.09 0.02 -0.01
F -0.18998 1.97361 -5.57841 0.06 0.04 0.03
F -1.28137 0.21737 -4.94587 0.02 -0.03 -0.03
F -2.07627 2.18684 -4.54148 0.02 -0.01 0.05
```
Forces are in eV/Å.

Its LUMO energy (alpha / beta) is -0.031 / -0.070 Ha. Its HOMO-LUMO gap (alpha / beta) is 6.8 / 5.7 eV. As for the multiplicity: 2. For the largest force on an atom, the calculation gives 1.3 eV/A. The expectation value of S² is 0.759. For the energy above the lowest of the compared OMol25 structures with the same formula, charge and spin, the calculation gives 18.1 kcal per mole.

These are the Löwdin partial charges, in e, on atoms 1 to 5:
1. Ir 0.932
2. S 0.429
3. P 0.573
4. C -0.675
5. P 0.585